[1]
A molecular structure, C52H46BrF4HgN8OPTe at a distorted geometry. Source: OMol25; level of theory: the ωB97M-V functional and the def2-TZVPD basis.

As for the HOMO-LUMO gap (alpha / beta): 4.2719 / 4.2779 eV. Its LUMO energy (alpha / beta) is -1.73 / -1.72 eV. As for the energy above the lowest of the compared OMol25 structures with the same formula, charge and spin: 432.4 kJ/mol.

Cartesian coordinates (Å):
Hg: -2.304 -0.410 -1.107
F: -4.711 1.628 -8.249
C: -3.898 1.209 -7.267
C: -2.566 1.599 -7.247
F: -2.100 2.332 -8.278
C: -1.713 1.158 -6.233
F: -0.385 1.445 -6.443
C: -2.192 0.466 -5.101
P: -1.329 0.028 -3.527
C: -0.455 -1.425 -4.156
C: -0.603 -2.660 -3.517
C: 0.242 -3.719 -3.876
C: 1.220 -3.568 -4.868
C: 1.364 -2.339 -5.493
C: 0.560 -1.260 -5.094
C: -0.268 1.405 -3.258
C: 0.987 2.415 -1.377
C: 1.505 3.724 -1.923
C: 1.077 4.283 -3.079
C: 0.037 3.834 -3.861
C: -0.667 2.649 -3.734
C: -3.499 -0.062 -5.222
Br: -4.081 -1.480 -4.104
C: -4.338 0.339 -6.264
F: -5.597 -0.120 -6.320
H: -1.348 -2.782 -2.718
H: 0.140 -4.654 -3.333
H: 1.867 -4.417 -5.091
H: 2.119 -2.172 -6.263
H: 0.763 -0.263 -5.500
H: 1.578 2.158 -0.513
H: 2.340 4.210 -1.406
H: 1.474 5.248 -3.427
H: -0.291 4.439 -4.702
H: -1.672 2.710 -4.158
N: -7.104 0.277 -0.542
C: -6.218 0.062 -1.534
N: -5.166 -0.571 -1.045
C: -5.441 -0.720 0.301
N: -6.632 -0.194 0.638
C: -4.587 -1.262 1.304
C: -4.939 -0.942 2.629
N: -4.155 -1.288 3.658
C: -3.076 -1.987 3.364
C: -2.708 -2.257 2.056
N: -3.429 -1.851 0.997
H: -7.968 0.819 -0.608
H: -6.378 0.318 -2.582
H: -5.858 -0.386 2.789
H: -2.449 -2.276 4.203
H: -1.759 -2.740 1.788
N: 1.594 -0.861 -1.880
C: 2.681 -0.313 -2.673
C: 2.309 0.941 -2.979
C: 0.950 1.250 -2.379
N: 0.663 -0.006 -1.645
H: 1.560 -1.781 -1.464
H: 3.579 -0.841 -2.968
H: 2.870 1.692 -3.526
H: -0.034 2.595 -1.021
C: 2.186 -3.226 8.295
C: 1.944 -2.699 6.897
C: 2.387 -1.431 6.505
C: 2.073 -0.897 5.249
C: 2.649 0.453 4.919
C: 1.306 -1.646 4.320
Te: 0.563 -0.647 2.487
N: -1.597 0.648 0.884
C: -2.017 1.858 0.650
O: -2.650 1.997 -0.480
C: -1.855 3.156 1.489
C: -1.542 3.167 2.868
C: -1.444 4.339 3.586
C: -1.602 5.572 2.971
C: -1.924 5.588 1.623
C: -2.083 4.407 0.893
C: 2.618 -0.689 1.617
C: 3.210 -1.864 1.117
C: 2.538 -3.193 1.232
C: 4.370 -1.803 0.344
C: 5.090 -0.627 0.191
C: 6.379 -0.547 -0.616
C: 4.542 0.532 0.736
C: 3.291 0.544 1.381
C: 2.688 1.869 1.825
C: 0.892 -2.941 4.683
C: 0.201 -3.877 3.706
C: 1.215 -3.417 5.956
H: 2.704 -2.483 8.917
H: 2.752 -4.145 8.274
H: 1.213 -3.458 8.743
H: 3.014 -0.845 7.177
H: 3.074 0.846 5.827
H: 1.894 1.124 4.506
H: 3.443 0.342 4.198
H: -1.372 2.192 3.310
H: -1.196 4.255 4.635
H: -1.493 6.521 3.529
H: -2.056 6.527 1.100
H: -2.391 4.447 -0.152
H: 1.531 -3.147 0.796
H: 2.428 -3.484 2.273
H: 3.128 -3.945 0.705
H: 4.731 -2.728 -0.065
H: 6.730 -1.552 -0.856
H: 7.158 -0.053 -0.036
H: 6.204 0.031 -1.522
H: 5.050 1.499 0.630
H: 3.233 2.706 1.387
H: 2.744 1.937 2.909
H: 1.624 1.957 1.570
H: -0.008 -3.395 2.751
H: -0.787 -4.190 4.120
H: 0.756 -4.801 3.564
H: 0.903 -4.411 6.215

Forces on atoms 1 to 2 (eV/Å):
0.5 1.8 1.3
0.4 -0.4 0.6

[2]
A molecular structure, C4H12N2O at a distorted geometry. Source: OMol25; level of theory: the ωB97M-V functional and the def2-TZVPD basis.

As for the HOMO-LUMO gap: 8.2697 eV. Its LUMO energy is 0.94 eV. As for the energy above the lowest of the compared OMol25 structures with the same formula, charge and spin: 433.6 kJ/mol.

Cartesian coordinates (Å):
C: 0.639 -0.030 -0.605
C: 1.138 0.176 0.810
C: -1.630 0.882 -1.258
C: -0.537 0.237 1.755
N: -0.817 -0.090 -0.565
N: 0.978 -1.232 -1.369
O: 1.974 -0.924 1.202
H: 1.578 -1.488 1.879
H: -1.196 -0.976 -0.250
H: 0.971 0.837 -1.187
H: 1.726 1.099 0.887
H: 1.353 -0.940 -2.267
H: 1.714 -1.790 -0.946
H: -1.101 1.810 -1.497
H: -2.476 1.151 -0.620
H: -1.979 0.475 -2.214
H: -0.479 -0.716 2.275
H: -0.263 1.075 2.393
H: -1.593 0.447 1.579

Forces on atoms 1 to 2 (eV/Å):
-2.1 -0.5 -1.4
-2.4 -1.6 0.8

[3]
A molecular structure, C34H30FN3O3RbSi. Source: OMol25; level of theory: the ωB97M-V functional and the def2-TZVPD basis.

As for the HOMO-LUMO gap: 4.6607 eV. Its LUMO energy is 2.06 eV. As for the charge: -1. As for the energy above the lowest of the compared OMol25 structures with the same formula, charge and spin: 0.0 kJ/mol.

Cartesian coordinates (Å):
Rb: 1.221 2.374 -0.396
C: 2.075 -1.775 2.985
C: 2.341 -0.625 2.225
N: 2.061 -0.512 0.949
C: 1.495 -1.563 0.330
C: 1.155 -2.751 1.004
C: 1.466 -2.836 2.374
C: 0.507 -3.818 0.306
C: 0.229 -3.720 -1.011
C: 0.593 -2.548 -1.747
C: 0.349 -2.423 -3.126
C: 0.739 -1.284 -3.779
C: 1.367 -0.278 -3.033
N: 1.597 -0.355 -1.743
C: 1.224 -1.471 -1.093
H: 2.353 -1.800 4.030
H: 2.811 0.233 2.690
H: 1.223 -3.740 2.921
H: 0.235 -4.707 0.864
H: -0.273 -4.526 -1.535
H: -0.145 -3.232 -3.652
H: 0.569 -1.147 -4.838
H: 1.683 0.641 -3.518
C: -6.509 3.315 0.302
C: -6.297 1.980 -0.408
C: -7.212 0.936 0.216
C: -6.956 -0.442 -0.369
C: -5.516 -0.809 -0.151
C: -5.129 -2.115 0.042
C: -3.784 -2.427 0.207
F: -3.451 -3.728 0.391
C: -2.814 -1.469 0.180
C: -3.190 -0.132 -0.012
C: -2.122 0.882 -0.089
O: -0.946 0.574 0.106
C: -2.574 2.212 -0.433
C: -3.893 2.465 -0.521
N: -4.892 1.541 -0.336
C: -4.542 0.212 -0.160
C: -1.519 3.297 -0.686
O: -1.043 3.298 -1.841
O: -1.179 3.981 0.296
H: -7.579 3.521 0.353
H: -6.042 4.154 -0.209
H: -6.115 3.267 1.318
H: -6.571 2.090 -1.465
H: -8.245 1.244 0.047
H: -7.044 0.919 1.297
H: -7.176 -0.425 -1.442
H: -7.609 -1.192 0.079
H: -5.863 -2.911 0.056
H: -1.764 -1.703 0.292
H: -4.226 3.466 -0.751
C: 5.570 1.591 -1.973
Si: 4.905 2.233 -0.271
C: 6.420 3.342 0.220
C: 5.283 0.707 0.853
C: 5.482 0.869 2.232
C: 5.692 -0.206 3.085
C: 5.689 -1.505 2.588
C: 5.491 -1.700 1.227
C: 5.304 -0.612 0.382
H: 6.612 1.254 -1.908
H: 5.523 2.400 -2.708
H: 4.970 0.768 -2.376
H: 7.375 2.830 0.050
H: 6.382 3.646 1.270
H: 6.417 4.260 -0.374
H: 5.473 1.871 2.652
H: 5.854 -0.032 4.144
H: 5.841 -2.350 3.250
H: 5.487 -2.706 0.819
H: 5.160 -0.798 -0.677

Forces on atoms 1 to 2 (eV/Å):
0.6 -0.1 0.1
0.0 -0.1 0.0

[4]
A molecular structure, C4H14CdN3S at a distorted geometry. Source: OMol25; level of theory: the ωB97M-V functional and the def2-TZVPD basis.

As for the HOMO-LUMO gap (alpha / beta): 4.0351 / 3.0790 eV. Its LUMO energy (alpha / beta) is 3.52 / 3.48 eV. As for the charge: -1.

Cartesian coordinates (Å):
C: -2.244 0.784 -1.598
Cd: -0.892 0.074 -0.367
N: 1.342 -0.151 0.910
H: -0.070 1.601 0.465
H: 1.205 -0.663 1.845
H: -0.957 1.743 0.308
H: -2.914 1.593 -1.340
H: -2.868 -0.233 -1.583
H: -1.397 0.965 -2.362
H: 2.004 -0.707 0.321
H: 1.684 0.812 1.092
S: -1.099 -2.411 -0.380
C: 0.441 -2.967 0.190
N: 0.644 -3.660 1.320
C: 1.952 -4.260 1.396
C: 2.643 -3.748 0.034
N: 1.683 -2.803 -0.458
H: -0.115 -3.925 1.885
H: 1.914 -5.347 1.425
H: 2.511 -3.875 2.245
H: 2.792 -4.603 -0.626
H: 3.585 -3.279 0.266
H: 1.660 -2.573 -1.446

Forces on atoms 1 to 2 (eV/Å):
-2.5 -1.0 -2.3
2.9 -3.0 1.8

[5]
2 unconnected molecules or ions with the total composition C3H8F2O at a distorted geometry. Source: OMol25; level of theory: the ωB97M-V functional and the def2-TZVPD basis.

As for the HOMO-LUMO gap: 11.1075 eV. Its LUMO energy is 0.94 eV. As for the structure (SMILES): COC.FCF. As for the energy above the lowest of the compared OMol25 structures with the same formula, charge and spin: 79.6 kJ/mol.

Cartesian coordinates (Å):
O: 0.073 0.792 0.015
C: 1.428 0.767 -0.389
C: -0.363 2.123 0.206
H: 1.718 -0.288 -0.524
H: 2.087 1.219 0.371
H: 1.576 1.298 -1.344
H: 0.220 2.634 0.991
H: -0.291 2.712 -0.724
H: -1.420 2.089 0.519
F: -1.786 -3.723 0.360
F: 0.216 -3.001 -0.214
C: -1.022 -2.618 0.183
H: -1.479 -1.958 -0.580
H: -0.957 -2.045 1.128

Forces on atoms 1 to 2 (eV/Å):
0.2 0.3 0.0
0.3 -0.5 -0.1

[6]
A molecular structure, C19H40BaP2 at a distorted geometry. Source: OMol25; level of theory: the ωB97M-V functional and the def2-TZVPD basis.

As for the HOMO-LUMO gap (alpha / beta): 3.1750 / 3.1742 eV. Its LUMO energy (alpha / beta) is -1.06 / -1.06 eV. As for the energy above the lowest of the compared OMol25 structures with the same formula, charge and spin: 635.0 kJ/mol.

Cartesian coordinates (Å):
P: 1.851 1.781 -2.287
P: -0.285 -1.637 -2.059
C: 1.686 0.162 -2.996
C: 0.256 -0.348 -3.224
H: 2.322 -0.527 -2.131
H: 2.248 0.129 -3.943
H: -0.493 0.464 -3.277
H: 0.226 -0.876 -4.187
C: 0.106 -3.186 -2.873
H: -0.360 -4.020 -2.332
H: 1.197 -3.325 -2.888
H: -0.273 -3.149 -3.899
C: -2.047 -1.491 -1.848
H: -2.510 -1.997 -2.703
H: -2.354 -0.428 -1.959
H: -2.386 -2.036 -0.941
C: 3.653 2.020 -2.390
H: 3.950 2.803 -1.679
H: 3.901 2.323 -3.415
H: 4.195 1.093 -2.141
C: 1.098 3.093 -3.256
H: 0.207 2.721 -3.791
H: 1.852 3.436 -3.987
H: 0.828 3.926 -2.584
Ba: -3.135 0.161 0.421
C: 0.951 -1.623 -0.683
C: 2.376 -1.342 -1.083
C: 3.225 -1.023 0.125
C: 3.005 0.252 1.029
C: 2.647 1.494 0.391
C: 1.529 1.723 -0.500
C: 0.205 0.816 -0.267
C: 0.328 -0.609 0.287
C: -1.663 1.677 2.268
H: 0.876 -2.629 -0.242
H: 2.792 -2.236 -1.586
H: 4.273 -1.004 -0.204
H: 3.143 -1.876 0.819
H: 2.382 -0.013 1.895
H: 3.999 0.420 1.465
H: 3.244 2.368 0.637
H: 1.241 2.784 -0.371
H: -0.364 0.811 -1.221
H: -0.398 1.420 0.423
H: 0.855 -0.596 1.234
H: -0.673 -1.001 0.606
H: -2.230 2.082 3.125
H: -1.128 2.541 1.846
H: -0.898 1.003 2.692
C: -2.573 -0.391 5.167
C: -3.668 -0.786 4.153
C: -4.545 0.417 3.766
C: -3.118 -1.465 2.919
H: -1.836 0.300 4.738
H: -2.046 -1.278 5.527
H: -3.020 0.102 6.047
H: -4.331 -1.491 4.694
H: -3.981 1.171 3.183
H: -5.428 0.115 3.195
H: -4.892 0.924 4.678
H: -3.841 -2.170 2.486
H: -2.171 -1.977 3.132

Forces on atoms 1 to 2 (eV/Å):
1.9 -2.3 -1.3
3.3 0.0 -0.7

The evaluated E for the records listed, in turn: -170299.0961 -9366.7003 -57612.2432 -24238.7087 -10722.2277 -39611.2516 eV.